Entry 1:
The following is a quantum chemistry calculation of a 2-piece molecular cluster, C11H16NO8PS overall, from OMol25.

The value obtained for the HOMO-LUMO gap is 8.3 eV. The SMILES is O=P(O)(O)[C@]1(c2ccccc2)COS(=O)(=O)O1.CNC(C)=O. For the strongest force on any atom, the calculation gives 0.189 hartree/bohr. The calculated total energy is -49649.680 eV. As for the LUMO energy: -0.94 eV.

XYZ file:
```
38
Properties=species:S:1:pos:R:3:mulliken_charge:R:1
O 1.14 1.57 -0.53 -0.68
P 0.01 0.88 0.39 0.82
O -1.29 0.32 -0.68 -0.48
O -0.61 2.03 1.56 -0.51
C 0.80 -0.67 1.17 0.59
C 0.75 -0.89 2.80 0.35
C 2.12 -1.35 3.62 -0.12
C 2.08 -1.61 5.26 -0.46
C 0.65 -1.44 6.07 -0.34
C -0.69 -0.98 5.24 -0.45
C -0.67 -0.70 3.61 -0.32
C 2.23 -0.99 0.38 -0.53
O 2.58 -2.43 0.62 -0.31
S 1.01 -3.10 0.79 1.08
O 0.46 -4.01 -0.35 -0.58
O 1.01 -4.01 2.04 -0.50
O -0.10 -1.78 0.71 -0.30
H -1.98 -0.15 -0.12 0.34
H -1.61 1.93 1.67 0.37
H 3.16 -1.50 3.05 0.20
H 3.06 -1.94 5.82 0.29
H 0.56 -1.65 7.24 0.29
H -1.72 -0.87 5.83 0.26
H -1.65 -0.39 3.03 0.19
H 3.08 -0.20 0.58 0.36
H 1.86 -1.02 -0.75 0.45
C 0.20 2.14 -4.95 -0.88
N -0.90 1.96 -4.03 -0.06
C -2.23 1.95 -4.29 0.90
C -2.68 2.15 -5.71 -1.32
O -3.03 1.78 -3.37 -0.64
H 0.84 1.26 -4.90 0.28
H 0.77 3.01 -4.63 0.29
H -0.14 2.29 -5.98 0.35
H -0.68 1.81 -3.05 0.10
H -3.77 2.12 -5.76 0.28
H -2.35 3.13 -6.07 0.35
H -2.28 1.36 -6.35 0.35
```


Entry 2:
The following is a quantum chemistry calculation of a 8-piece molecular cluster, C34H62BCl2F2O11PS7 overall, from OMol25.

The value obtained for the HOMO-LUMO gap is 6.7 eV. For the strongest force on any atom, the calculation gives 0.087 hartree/bohr. The calculated total energy is -175070.789 eV. As for the LUMO energy: -0.75 eV.

XYZ file:
```
120
Properties=species:S:1:pos:R:3:mulliken_charge:R:1
C 3.86 0.88 1.81 -0.90
C 3.56 0.06 1.01 -1.48
C 2.82 -0.84 0.10 1.67
C 3.20 -1.06 -1.16 -0.03
B 4.47 -0.34 -1.81 0.43
O 5.72 -0.90 -1.56 -0.56
C 4.32 0.95 -2.74 -0.38
C 4.88 2.25 -2.09 -1.01
C 2.43 -2.05 -2.06 -0.55
O 3.01 -2.63 -2.93 -0.63
C 0.95 -2.25 -1.72 1.03
C 0.05 -2.63 -2.73 -0.61
C 0.43 -2.83 -4.22 -1.19
C 0.69 -4.32 -4.59 -0.34
F -0.45 -4.79 -5.28 -0.33
C -1.29 -2.86 -2.34 1.41
F -2.14 -3.24 -3.34 -0.28
C -1.79 -2.68 -1.02 -1.60
C -3.29 -2.94 -0.83 -0.08
Cl -3.70 -3.95 0.60 -0.13
C -4.07 -1.56 -0.90 0.51
C -4.69 -1.10 0.43 -1.23
Cl -5.33 -1.71 -2.22 -0.22
C -0.86 -2.24 -0.03 1.92
P -1.43 -1.90 1.71 0.41
C -0.76 -3.19 2.89 -1.07
O -0.79 -0.39 2.15 -0.45
C 0.52 -2.05 -0.37 0.23
C 1.61 -1.64 0.63 -0.27
O 1.62 -1.92 1.78 -0.53
H 4.18 1.71 2.49 0.79
H 6.27 -0.65 -2.32 0.31
H 3.27 1.10 -3.07 0.25
H 4.90 0.72 -3.68 0.31
H 4.28 2.46 -1.17 0.25
H 4.77 3.14 -2.74 0.36
H 5.96 2.14 -1.83 0.24
H 1.24 -2.15 -4.54 0.45
H -0.48 -2.51 -4.79 0.48
H 1.54 -4.44 -5.29 0.30
H 0.83 -4.89 -3.65 0.26
H -3.63 -3.51 -1.72 -0.04
H -3.34 -0.82 -1.30 0.09
H -5.12 -0.08 0.27 0.39
H -3.94 -0.99 1.24 0.21
H -5.55 -1.73 0.71 0.44
H -1.54 -3.55 3.59 0.46
H -0.24 -4.01 2.36 0.11
H 0.02 -2.69 3.50 0.32
H -0.34 -0.01 1.38 0.17
C -0.62 4.24 0.85 -1.10
S -0.76 2.46 0.66 0.82
O 0.20 2.05 -0.42 -0.62
C -2.41 2.49 -0.07 -0.47
H 0.36 4.47 1.26 0.41
H -0.73 4.73 -0.12 0.16
H -1.39 4.59 1.54 0.38
H -2.40 3.10 -0.97 0.40
H -3.11 2.90 0.65 0.41
H -2.69 1.47 -0.32 -0.32
C 7.67 0.52 5.16 -1.02
S 6.61 1.97 5.21 0.46
O 5.48 1.74 4.26 -0.58
C 7.77 3.09 4.42 -0.69
H 7.12 -0.32 5.57 0.34
H 7.94 0.31 4.12 0.30
H 8.56 0.71 5.75 0.38
H 8.04 2.71 3.44 0.31
H 8.66 3.19 5.04 0.38
H 7.30 4.07 4.32 0.13
C -4.66 -5.26 -4.87 -0.52
S -6.36 -4.78 -4.55 0.57
O -6.68 -5.19 -3.16 -0.60
C -7.11 -5.98 -5.65 -0.97
H -4.00 -4.66 -4.25 -0.18
H -4.52 -6.32 -4.63 0.35
H -4.42 -5.08 -5.92 0.40
H -6.82 -6.99 -5.36 0.29
H -6.80 -5.78 -6.68 0.35
H -8.19 -5.88 -5.58 0.33
C -1.48 8.15 -0.75 -0.95
S 0.24 7.77 -0.40 0.50
O 0.26 6.90 0.82 -0.56
C 0.69 9.44 0.11 -0.99
H -1.98 7.23 -1.06 0.29
H -1.97 8.54 0.14 0.31
H -1.53 8.87 -1.56 0.39
H 0.07 9.75 0.94 0.31
H 0.57 10.12 -0.74 0.39
H 1.73 9.44 0.42 0.32
C -10.17 0.17 -3.86 -0.90
S -10.31 -0.19 -2.10 0.47
O -10.29 1.11 -1.38 -0.62
C -8.67 -0.92 -1.93 -0.83
H -11.08 0.67 -4.19 0.32
H -9.31 0.82 -4.04 0.29
H -10.06 -0.77 -4.42 0.32
H -7.91 -0.20 -2.24 0.27
H -8.61 -1.82 -2.55 0.34
H -8.52 -1.19 -0.89 0.34
C 3.80 4.93 5.18 -0.88
S 5.01 5.64 4.05 0.62
O 6.31 5.70 4.79 -0.73
C 4.32 7.29 4.05 -1.01
H 4.06 3.89 5.35 0.23
H 3.80 5.47 6.12 0.36
H 2.81 4.98 4.72 0.35
H 4.29 7.68 5.07 0.31
H 3.31 7.26 3.63 0.35
H 4.95 7.93 3.44 0.35
C 3.25 -6.77 4.70 -1.03
S 2.21 -5.59 3.82 0.67
O 0.80 -5.92 4.14 -0.63
C 2.56 -6.24 2.17 -0.85
H 3.15 -6.57 5.77 0.32
H 2.92 -7.79 4.49 0.30
H 4.29 -6.64 4.40 0.36
H 2.27 -7.29 2.12 0.36
H 3.62 -6.12 1.95 0.36
H 1.98 -5.67 1.45 0.15
```